Molecular formula: C12H20ClNa2O16
Method: DFT, wB97M-V/def2-TZVPD

Computed properties:
HOMO = -12.53 eV
Total charge = +1
Orbital gap = 7.39 eV
Lowest unoccupied orbital energy = -5.1398 eV
Energy above the lowest of the compared OMol25 structures with the same formula, charge and spin = 207.01 kJ/mol

Geometry as XYZ:
```
51
C12H20ClNa2O16 | OMol25 | wB97M-V/def2-TZVPD
Na 6.01341 17.36284 12.00036
Na 2.18374 18.79241 14.13007
Cl 3.17718 18.74833 10.96658
O 3.32874 17.49561 11.75569
O 2.23170 19.58316 11.68577
O 4.47696 19.36237 10.94732
O 2.65114 18.45584 9.68213
C 2.72900 14.12577 9.04667
C 2.29547 14.86898 10.32807
O 1.22425 14.11691 10.82962
C 1.10236 12.95133 10.13402
O 0.29481 12.12590 10.35830
O 2.04869 12.87820 9.17312
H 3.79661 13.95182 8.93506
H 2.42903 14.65489 8.13896
H 2.01269 15.90751 10.16770
H 3.19610 14.95171 10.95017
C -1.22453 16.90758 7.60474
C 0.28822 16.64475 7.58803
O 0.59919 16.62326 6.18796
C -0.46184 17.01853 5.45538
O -0.47186 17.15745 4.28175
O -1.53403 17.25213 6.26318
H -1.46950 17.78009 8.21100
H -1.81650 16.07093 7.97189
H 0.54282 15.65007 7.94196
H 0.81099 17.46033 8.08235
C -3.59401 13.67727 11.88172
O -2.47627 14.37913 11.31374
C -2.34429 15.63727 11.68862
O -2.95622 16.19574 12.55446
O -1.40453 16.20920 10.90516
C -0.53407 17.11761 11.52670
H -4.46446 14.32896 11.96352
H -3.37406 13.39007 12.91153
H -3.76811 12.82447 11.24111
H 0.04613 16.61485 12.31951
H -1.04238 17.97847 11.95840
H 0.22865 17.38389 10.79691
C 7.13761 26.25623 9.56900
O 6.44931 25.30845 8.74704
C 6.22549 24.12328 9.30151
O 6.79368 23.67711 10.26472
O 5.29485 23.48377 8.58878
C 4.66292 22.36704 9.22424
H 8.10538 25.85833 9.86514
H 6.53310 26.52384 10.43474
H 7.27594 27.15340 8.97379
H 3.73398 22.72217 9.67243
H 5.27838 21.92532 10.00183
H 4.46170 21.69392 8.39693
```